The following is a quantum chemistry calculation of a 10-piece molecular cluster, C17H45N6O10S overall in a non-equilibrium geometry, from the OMol25 dataset.

Structure (XYZ):
```
79
Properties=species:S:1:pos:R:3:forces:R:3
C 0.501503 0.241616 1.237015 0.5 3.9 4.9
H -0.923394 7.411682 0.650500 0.1 0.2 0.0
O 3.702625 3.867870 -2.554243 3.4 1.3 2.8
H 1.222250 3.533998 -5.993251 0.0 -0.2 0.0
H -5.345658 -2.533970 2.183088 0.0 0.0 0.1
H -6.488899 -2.837907 5.790328 -0.1 0.2 -0.1
C -1.500613 -0.506152 -1.662774 2.3 0.7 1.8
H -0.889206 -3.781888 3.702166 -0.1 0.0 0.0
C 0.795729 -0.238928 -1.358285 -4.8 -0.8 -0.2
N -1.326280 -0.210095 -0.247274 0.7 -0.8 -5.1
H 2.941788 -1.117926 -1.478629 -1.3 1.3 0.3
N -0.228825 -0.509682 -2.372705 -0.3 0.6 4.5
C 3.204342 -2.460849 -5.358055 0.0 -0.2 -0.2
H 4.135688 -2.248144 -4.831811 -0.1 0.0 0.0
H -6.041266 -3.214484 4.107941 0.0 -0.2 0.2
H 1.379422 -1.796420 -5.353786 0.1 0.1 0.2
C -6.538760 -3.592687 5.001574 -0.1 -0.1 0.2
C 2.848881 0.693733 -2.808169 -1.2 0.6 0.2
N 0.035356 -0.070026 -0.137379 3.7 0.8 2.9
C -0.759141 -4.019888 0.455659 0.2 0.1 0.0
N 5.619649 3.546469 -1.173502 -3.7 -1.9 -3.1
H -7.581389 -3.820285 4.766093 0.0 0.2 -0.1
H -1.197314 -2.153501 0.751201 -0.2 -0.4 0.2
H 4.587212 -0.340573 1.797382 0.1 -0.3 -0.1
H -3.529930 -0.445864 -1.420817 0.9 -0.5 -0.8
H -0.094000 7.626304 2.223723 0.0 0.2 -0.1
C -4.417280 -2.029568 2.461232 0.1 -0.3 0.2
H 3.348872 -2.297549 -6.428338 0.2 -0.1 0.0
C 3.598132 -1.605403 2.885640 0.2 0.2 0.0
H -1.220443 -5.517680 3.928701 0.2 0.0 0.0
H 0.129808 -3.996681 1.090673 0.1 -0.2 -0.1
H -3.703088 -2.041007 0.655519 0.1 -0.1 0.4
O 4.369024 -1.280618 1.738346 -0.1 0.2 -0.3
H -1.253888 -4.985492 0.563131 0.0 0.2 0.0
H -1.224980 5.638326 2.072153 -0.2 0.2 0.1
H 0.054985 3.412877 -1.234683 -0.2 0.1 -0.2
C 4.126825 5.059287 -1.875088 3.2 -0.6 2.5
C -1.451225 -4.511340 4.287467 -0.2 -0.2 0.1
C 2.383193 -0.113515 -1.474708 -0.2 1.1 0.0
H 0.756122 1.488361 3.355267 0.1 -1.8 -1.9
H 1.666219 0.738418 -5.767186 -0.2 0.1 0.1
H 3.336041 -2.663412 2.847567 0.1 0.1 -0.1
H 2.781784 2.743268 -5.653149 0.1 0.2 -0.1
C -1.063594 7.537499 1.727336 0.2 -0.2 0.0
H -3.037738 -1.162536 -2.967646 0.7 0.7 1.0
H -1.647231 8.439843 1.911713 0.0 -0.2 0.0
H -4.625189 -1.291909 3.237386 0.0 0.0 -0.2
S 4.661749 1.180257 -2.637941 -0.7 1.3 0.2
H 2.672208 0.043212 -3.740233 0.6 1.0 1.5
H 2.729716 0.524931 -0.570931 -0.6 -1.3 -1.3
O -5.876885 -4.774237 5.429375 0.1 -0.2 0.1
H -0.475137 -3.873591 -0.589981 0.1 -0.2 0.0
C 1.816104 2.633572 -6.153973 0.1 -0.2 -0.1
O 1.119051 1.521010 -5.611390 -0.1 -0.3 0.2
N -2.766293 -0.704193 -2.077066 0.1 -0.1 -0.2
C -0.048010 3.962514 -0.294880 0.0 -0.3 0.1
H -2.026991 -0.121376 0.511979 0.6 -0.1 -0.2
O -2.837737 -4.254064 4.130965 0.0 -0.2 0.1
H -3.696124 -2.756782 2.838142 -0.2 0.0 0.1
N 5.286180 4.873814 -1.019598 -5.1 -1.1 -4.7
H 2.250937 1.666982 -2.959490 0.8 -1.6 0.3
H 4.182954 -1.409797 3.787750 -0.2 -0.1 0.1
O -1.764714 6.420120 2.249744 -0.1 -0.3 0.0
H -1.011244 3.733763 0.169527 -0.2 0.1 -0.2
H 2.684106 -1.006440 2.894770 -0.1 -0.1 0.2
H -6.335618 -5.088246 6.220001 0.2 0.0 -0.2
O 2.191843 -1.587493 -4.872419 -0.4 0.2 -0.1
O -1.659646 -2.995458 0.855321 -0.1 0.2 -0.1
H 0.011403 5.032971 -0.494775 0.1 -0.1 0.1
H -3.312500 -4.912461 4.658332 -0.1 0.3 -0.1
O 1.003225 3.600178 0.587484 0.2 -0.1 0.1
C 0.687828 0.816372 2.417765 -1.5 -2.6 -7.0
C 4.683212 2.940869 -2.084133 1.1 2.1 2.2
H -1.176013 -4.418547 5.341047 0.2 0.0 -0.1
H 0.926740 2.649653 0.747216 0.1 0.3 0.1
O -3.877547 -1.364299 1.324919 0.3 0.7 -1.0
H 3.640243 6.094437 -1.934262 0.4 -2.2 -0.3
H 2.914387 -3.497897 -5.174468 0.2 0.0 -0.1
H 1.966449 2.486652 -7.226120 0.1 0.2 0.0
```
Forces are in eV/Å.

Output
HOMO-LUMO gap   0.257 hartree
LUMO energy   -4.030 eV
E_HOMO   -11.02 eV
Total charge   +1

***

The following is a quantum chemistry calculation of a 2-piece molecular cluster, C3H12N3S overall in a non-equilibrium geometry, from the OMol25 dataset.

Structure (XYZ):
```
19
Properties=species:S:1:pos:R:3:forces:R:3
H 2.018091 -2.956126 1.846126 0.2 0.1 0.1
C 1.486794 -2.022097 1.647935 -0.3 -0.2 -0.9
H 0.616621 -1.194153 -0.015538 -0.1 -0.1 0.1
N 0.358797 -1.956370 2.539965 0.4 -0.1 0.9
H -2.535021 2.092165 -2.107576 -0.2 0.2 0.1
H 2.150523 -1.181866 1.844048 0.0 0.0 0.2
H 0.803810 -2.861946 -0.113104 -0.3 0.2 0.1
S -0.650461 0.969710 0.756070 0.0 0.1 -0.2
H 0.110112 0.917831 -2.229022 0.1 0.0 0.2
H -0.336500 2.562822 -2.636506 -0.1 -0.1 -0.1
H -2.133997 0.744347 -1.294668 -0.1 -0.1 0.1
C -0.553993 1.737775 -1.941731 0.2 0.2 -0.3
H -0.205790 -1.137477 2.405606 -0.2 0.3 -0.3
H 0.836991 2.428801 -0.457407 0.0 0.2 -0.1
N 1.210157 -1.992823 0.208047 0.5 -0.1 0.1
H -0.807298 3.129902 -0.337836 0.1 0.1 0.0
C -0.231635 2.220268 -0.533656 -0.1 -0.7 0.5
N -1.931072 1.285980 -2.133787 0.3 -0.1 -0.2
H -0.206128 -2.786743 2.553034 -0.2 -0.1 -0.3
```
Forces are in eV/Å.

Output
HOMO-LUMO gap   0.257 hartree
LUMO energy   4.115 eV
E_HOMO   -2.87 eV
Energy relative to the best compared isomer or geometry (same formula, charge and spin)   15.6 kJ/mol
Total charge   -1

***

The following is a quantum chemistry calculation of C2H2N2O3 as an isolated structure in a non-equilibrium geometry, from the OMol25 dataset.

Structure (XYZ):
```
9
Properties=species:S:1:pos:R:3:forces:R:3
C -0.578097 0.440144 0.258722 -0.4 -0.9 1.4
H -1.667420 0.010951 -1.586679 -4.0 1.0 -2.9
O -1.037992 0.448930 1.372768 -0.1 0.5 -0.8
C 1.788032 -0.798058 0.369766 -2.9 4.2 -0.9
N -0.987905 -0.092923 -0.967190 4.9 -0.8 3.1
O 0.336134 0.198151 -1.488058 -0.6 -0.1 -0.7
N 0.727898 0.664590 -0.210237 1.8 -1.4 0.9
H 2.402410 -0.529303 1.153044 1.3 0.8 1.8
O 1.606632 -1.710581 -0.259028 -0.1 -3.3 -1.8
```
Forces are in eV/Å.

Output
HOMO-LUMO gap   0.350 hartree
LUMO energy   0.272 eV
E_HOMO   -9.24 eV
Energy relative to the best compared isomer or geometry (same formula, charge and spin)   515.9 kJ/mol
Total charge   0

***

The following is a quantum chemistry calculation of C3H8CuO3 as an isolated structure in a non-equilibrium geometry, from the OMol25 dataset.

Structure (XYZ):
```
15
Properties=species:S:1:pos:R:3:forces:R:3
O -4.940649 -0.832234 2.491095 0.3 -0.3 0.0
H -1.667705 -1.190044 1.724348 -0.3 0.0 0.2
H -2.121602 -5.883287 4.758845 0.2 0.2 -0.2
O -1.856096 -5.181623 5.359343 0.5 0.4 0.1
H -2.923583 -3.871638 3.519213 -0.8 0.1 1.0
H -2.889920 -2.803588 5.155241 -0.6 -1.0 -0.5
H -2.924914 -2.440648 1.589335 0.0 0.2 0.1
Cu -5.012976 -2.260806 3.614252 0.6 -0.2 0.2
C -2.595005 -1.567542 2.185678 0.5 -0.5 -0.6
H -1.490749 -4.440594 4.831748 -0.3 -1.0 0.3
O -2.242911 -1.993023 3.486287 -1.1 0.2 0.3
C -3.161555 -2.945219 4.092141 1.2 1.8 -1.3
H -3.280771 0.382606 2.737180 -0.2 -0.3 -0.1
H -3.638128 -0.099154 1.068160 -0.1 -0.2 0.3
C -3.651726 -0.462010 2.117861 0.2 0.6 0.1
```
Forces are in eV/Å.

Output
HOMO-LUMO gap (spin up / spin down)   0.301 / 0.280 hartree
LUMO energy (spin up / spin down)   -0.290 / -1.545 eV
E_HOMO (spin up / spin down)   -8.49 / -9.17 eV
Energy relative to the best compared isomer or geometry (same formula, charge and spin)   134.4 kJ/mol
Total charge   0
<S²>   0.759
Spin multiplicity   2

***

Sequential electronic energy output: -58590.7040, -18612.2909, -11223.4582, -54019.1859 eV